*A*
Below is a structure of composition C5H12O4, with properties calculated with the ωB97M-V functional and the def2-TZVPD basis.

Values from the calculation:
HOMO level (eV): -9.155

The geometry in XYZ format:
```
21
C5H12O4 the ωB97M-V functional and the def2-TZVPD basis
C -0.0504 0.6659 0.7358
C -0.2637 -0.3906 -0.2816
C -0.1955 2.1254 0.4177
C -1.0892 -0.1307 -1.5161
C -0.1384 -1.8575 0.0742
O 1.4609 -0.0627 -1.0018
O 2.4176 -0.6386 -0.0402
O 0.8520 0.4147 1.7107
O -1.5829 0.1323 1.1367
H 3.2499 -0.4668 -0.5070
H 1.6069 -0.0888 1.2759
H -1.4492 -0.2273 2.0272
H -1.1073 2.3432 -0.1350
H 0.6739 2.4411 -0.1635
H -0.2118 2.6861 1.3542
H -0.5900 -0.6080 -2.3626
H -1.1906 0.9272 -1.7517
H -2.0832 -0.5693 -1.4099
H 0.4328 -2.3584 -0.7083
H -1.1293 -2.3136 0.1306
H 0.3874 -2.0237 1.0146
```

Electronic structure analysis, Mulliken charges in units of e: atom 1 (C): 1.064, atom 2 (C): 1.269, atom 3 (C): -1.503, atom 4 (C): -1.563, atom 5 (C): -1.633, atom 6 (O): -0.442, atom 7 (O): -0.437, atom 8 (O): -0.606, atom 9 (O): -0.620, atom 10 (H): 0.317, atom 11 (H): 0.544, atom 12 (H): 0.332, atom 13 (H): 0.369, atom 14 (H): 0.287, atom 15 (H): 0.382, atom 16 (H): 0.410, atom 17 (H): 0.371, atom 18 (H): 0.338, atom 19 (H): 0.394, atom 20 (H): 0.413, atom 21 (H): 0.316


*B*
Below is a cluster of 2 separate species, C5H12O4 in total, with properties calculated with the ωB97M-V functional and the def2-TZVPD basis.

Values from the calculation:
HOMO level (eV): -10.041
SMILES: CC(O)(O)O.CC(C)=O

The geometry in XYZ format:
```
21
C5H12O4 the ωB97M-V functional and the def2-TZVPD basis
C -0.8549 0.5428 -1.3562
C -0.5614 -0.1252 -2.6683
C -1.9997 -0.0383 -0.5716
O -0.3879 1.6517 -1.0846
O 0.8247 -0.5839 -0.0264
H 0.0490 1.6201 0.4052
H 1.5053 -0.2860 -0.6456
H 0.2216 0.4013 -3.2081
H -2.9308 0.2123 -1.0805
H -1.9065 -1.1206 -0.5220
H -1.4638 -0.1679 -3.2747
H -0.2368 -1.1456 -2.4762
H -2.0114 0.3765 0.4345
C 0.8231 -0.8263 2.3816
C 1.0999 0.1559 1.2507
O 2.4420 0.5365 1.1344
O 0.3088 1.2474 1.3571
H 2.8209 0.7124 2.0061
H -0.2083 -1.1619 2.3107
H 1.4944 -1.6784 2.2990
H 0.9718 -0.3227 3.3350
```

Electronic structure analysis, Mulliken charges in units of e: atom 1 (C): 1.238, atom 2 (C): -1.337, atom 3 (C): -1.223, atom 4 (O): -0.686, atom 5 (O): -0.542, atom 6 (H): 0.426, atom 7 (H): 0.289, atom 8 (H): 0.333, atom 9 (H): 0.445, atom 10 (H): 0.286, atom 11 (H): 0.402, atom 12 (H): 0.317, atom 13 (H): 0.285, atom 14 (C): -1.426, atom 15 (C): 1.037, atom 16 (O): -0.612, atom 17 (O): -0.639, atom 18 (H): 0.355, atom 19 (H): 0.327, atom 20 (H): 0.334, atom 21 (H): 0.389


Most stable: *B*. Least stable: *A*.


*A*
Below is a structure of composition C2H6N4O2, with properties calculated with the ωB97M-V functional and the def2-TZVPD basis.

Values from the calculation:
HOMO level (eV): -8.837

The geometry in XYZ format:
```
14
C2H6N4O2 the ωB97M-V functional and the def2-TZVPD basis
C 0.2195 0.5115 -0.1453
C -1.5366 -1.3033 -0.1250
H 2.8527 -0.5942 1.0787
H 3.2166 -0.0697 -0.5946
H -0.1091 2.6270 -0.3463
H -2.2109 0.5210 0.4285
H 0.5830 -1.2851 -0.4423
H -1.3860 -2.4433 -0.2889
N 2.4875 -0.4003 0.0170
N 1.5479 0.8121 0.1575
N -0.6654 1.6143 0.2910
N -0.2829 -0.7719 -0.1188
O -2.1432 1.5169 -0.2542
O -2.5729 -0.7350 0.3430
```

Electronic structure analysis, Mulliken charges in units of e: atom 1 (C): 0.287, atom 2 (C): 0.237, atom 3 (H): 0.273, atom 4 (H): 0.243, atom 5 (H): 0.347, atom 6 (H): 0.460, atom 7 (H): 0.396, atom 8 (H): 0.298, atom 9 (N): -0.549, atom 10 (N): -0.435, atom 11 (N): -0.343, atom 12 (N): -0.174, atom 13 (O): -0.535, atom 14 (O): -0.505


*B*
Below is a cluster of 2 separate species, C2H6N4O2 in total, with properties calculated with the ωB97M-V functional and the def2-TZVPD basis.

Values from the calculation:
HOMO level (eV): -8.582

The geometry in XYZ format:
```
14
C2H6N4O2 the ωB97M-V functional and the def2-TZVPD basis
C -0.2499 -0.3633 0.1458
C 1.2385 1.3603 -2.3372
H 1.8131 1.2774 1.7158
H 1.6777 -0.7760 2.3560
H -2.0133 0.1080 -0.1712
H -1.5190 -0.7260 2.2498
H 1.2707 0.6413 -3.1954
H 1.7322 2.3773 -2.6850
N 1.8435 -0.3073 1.2354
N 0.4659 -0.5724 1.2292
N -1.5566 -0.6419 0.2232
N 0.5459 1.3709 -1.1393
O -1.9481 -1.1440 1.4629
O -0.3000 0.1653 -1.2079
```

Electronic structure analysis, Mulliken charges in units of e: atom 1 (C): 0.643, atom 2 (C): -0.168, atom 3 (H): 0.159, atom 4 (H): 0.335, atom 5 (H): 0.238, atom 6 (H): 0.343, atom 7 (H): 0.273, atom 8 (H): 0.228, atom 9 (N): -0.708, atom 10 (N): -0.240, atom 11 (N): -0.088, atom 12 (N): -0.310, atom 13 (O): -0.451, atom 14 (O): -0.254


Most stable: *A*. Least stable: *B*.